Here is C6H9N in the gas phase from the OMol25 dataset. Energies are from the ωB97M-V functional and the def2-TZVPD basis.

As for the spin multiplicity: 1. The relative energy (zero: lowest compared OMol25 entry of this formula, charge and spin) is 84.7 kcal per mole. The total energy is -7854.4853 eV. Its SMILES is C=C=C(C)[C@@H]1CN1. As for the HOMO energy: -8.80 eV. The HOMO-LUMO gap is 9.78 eV.

Each line ends with the Löwdin charge.
Geometry (Å):
C (-1.18, 1.51, 1.57)  0.01
C (-0.96, 0.43, 0.86)  -0.09
C (-0.42, -0.53, 0.13)  -0.25
C (-1.16, -1.78, -0.34)  -0.05
C (1.08, -0.21, 0.05)  -0.27
C (1.40, 1.03, -0.75)  -0.15
N (1.98, -0.26, -1.11)  0.00
H (-0.99, 1.53, 2.64)  0.06
H (-1.46, 2.45, 1.10)  0.06
H (-1.13, -1.93, -1.43)  0.07
H (-2.22, -1.71, -0.06)  0.08
H (-0.78, -2.69, 0.13)  0.08
H (1.56, -0.40, 1.03)  0.14
H (1.94, 1.92, -0.37)  0.11
H (0.59, 1.30, -1.43)  0.10
H (1.75, -0.65, -2.02)  0.10



Here is 21 unconnected molecules or ions with the total composition H43O21 from the OMol25 dataset. Energies are from the ωB97M-V functional and the def2-TZVPD basis.

As for the spin multiplicity: 2. The relative energy (zero: lowest compared OMol25 entry of this formula, charge and spin) is 176.1 kcal per mole. As for the net charge: +2. The total energy is -43670.6308 eV. As for the HOMO energy (spin up / spin down): -15.88 / -15.88 eV. The HOMO-LUMO gap (spin up / spin down) is 9.87 / 2.72 eV.

Each line ends with the Löwdin spin population.
Geometry (Å):
O (-0.74, -1.03, 1.22)  0.00
H (-2.33, -0.18, 2.43)  0.00
H (-1.59, -0.70, 0.63)  0.00
O (-2.75, -1.45, -3.12)  0.00
H (-1.96, -2.16, -3.23)  0.00
H (0.10, -0.60, 0.77)  0.00
O (1.68, 3.52, 3.60)  0.43
H (1.91, 3.25, 2.68)  0.00
H (-0.44, -1.05, -4.99)  0.00
O (2.59, 0.67, 1.67)  0.00
H (0.96, -1.91, -5.22)  0.00
H (1.00, -2.27, 4.78)  0.00
O (-1.31, -4.23, -2.26)  0.00
H (-2.14, -2.38, 2.08)  0.00
H (-0.92, -3.63, -2.94)  0.00
O (0.35, -1.62, -4.58)  0.00
H (3.35, 0.57, 2.27)  0.00
H (-3.25, 0.74, -0.64)  0.00
O (-1.18, 1.49, 5.23)  0.31
H (-0.52, -4.89, -2.09)  0.00
H (-1.24, 1.04, 4.36)  0.00
O (-0.20, 3.49, 1.96)  0.24
H (-0.02, 4.33, 2.46)  0.00
H (-0.55, 2.87, 2.54)  0.00
O (0.68, -3.22, 1.61)  0.00
H (-0.41, -3.32, 1.52)  0.00
H (1.07, -2.62, 0.98)  0.00
O (-2.88, -2.50, 1.60)  0.00
H (-2.79, 0.13, 3.79)  0.00
H (-3.16, -1.71, 1.10)  0.00
O (3.93, 1.39, -1.19)  0.00
H (4.68, 1.85, -1.29)  0.00
H (3.95, 1.05, -2.08)  0.00
O (2.20, 1.55, -4.24)  0.00
H (1.58, 1.87, -3.58)  0.00
H (2.14, 2.51, -4.59)  0.00
O (-1.35, -3.84, 0.27)  0.00
H (0.84, -2.53, 2.41)  0.00
H (-2.29, -3.42, 0.40)  0.00
O (-2.41, 0.91, -0.30)  0.00
H (-1.96, 1.56, -0.92)  0.00
H (0.66, 0.12, -1.95)  0.00
O (-1.15, 1.44, -4.21)  0.00
H (-0.97, 2.32, -3.99)  0.00
H (-2.29, -0.69, -3.23)  0.00
O (1.84, -2.08, -0.31)  0.00
H (2.70, 0.75, 0.77)  0.00
O (1.44, 3.83, -0.28)  0.02
H (2.09, 3.23, 0.25)  0.00
H (0.77, 3.18, -0.57)  0.00
O (1.47, 0.34, -1.31)  0.00
H (2.16, 0.81, -1.70)  0.00
H (-1.28, -4.14, -0.61)  0.00
O (0.70, -2.59, 4.03)  0.00
H (-0.47, 0.89, 5.49)  0.00
H (-0.11, -3.09, 3.83)  0.00
O (-1.30, 3.13, -1.35)  0.00
H (-0.65, 3.55, -1.77)  0.00
H (-1.46, 3.26, -0.33)  0.00
O (-2.06, -0.14, 3.35)  0.00
H (1.19, 4.31, 3.45)  0.00
H (-2.05, 1.17, -4.32)  0.00
H (1.60, -1.32, -0.73)  0.00
H (2.57, -1.84, 0.36)  0.00



Here is a molecular structure, C3H9B from the OMol25 dataset. Energies are from the ωB97M-V functional and the def2-TZVPD basis.

As for the spin multiplicity: 1. The relative energy (zero: lowest compared OMol25 entry of this formula, charge and spin) is 31.1 kcal per mole. The total energy is -3930.9294 eV. As for the HOMO energy: -9.41 eV. The HOMO-LUMO gap is 9.77 eV.

Each line ends with the Löwdin charge.
Geometry (Å):
B (0.01, -0.69, -1.02)  0.05
C (0.78, -1.77, 0.49)  -0.07
C (-0.06, 1.70, 0.35)  -0.14
C (-0.79, 0.57, -0.44)  -0.27
H (0.03, -1.08, -2.20)  0.04
H (-0.27, -2.20, 0.92)  0.07
H (1.29, -1.14, 1.13)  -0.04
H (1.38, -2.56, 0.11)  -0.02
H (0.21, 2.60, -0.23)  0.06
H (-0.77, 1.99, 1.18)  0.08
H (0.93, 1.43, 0.75)  0.06
H (-1.52, 0.08, 0.26)  0.11
H (-1.21, 1.08, -1.30)  0.07